Entry 1:
This record from OMol25 describes C22H42NP3STb as an isolated structure. The level of theory is ωB97M-V/def2-TZVPD.

Its frontier orbital gap (spin up / spin down) is 3.601 / 3.768 eV. Its spin multiplicity is 7. The value obtained for the LUMO energy (spin up / spin down) is -11.934 / -11.767 eV. The energy above the lowest of the compared OMol25 structures with the same formula, charge and spin comes out at 0.000 eV. Its net charge is +3.

Element x y z (Å)
Tb: 0.778 -1.421 -0.554
P: -0.184 1.071 0.706
P: -2.284 -1.531 -1.321
P: 3.065 0.392 -0.800
H: 0.618 -2.605 -3.068
C: 1.532 -2.451 -2.477
C: 1.762 -3.345 -1.403
H: 1.324 -4.348 -1.433
C: -0.873 2.507 -0.203
C: -1.580 0.665 1.825
C: 0.921 1.919 1.886
C: -2.946 -2.841 -2.437
C: -3.371 -1.758 0.163
C: -2.974 -0.024 -2.139
C: 4.497 0.030 -1.906
C: 4.040 0.712 0.735
C: 2.767 2.162 -1.274
H: 2.298 -1.895 -3.059
H: 2.645 -3.277 -0.731
H: -1.199 3.292 0.492
H: -1.730 2.202 -0.814
H: -0.111 2.934 -0.865
H: -1.749 1.501 2.520
H: -1.324 -0.238 2.399
H: -2.493 0.477 1.245
H: 0.318 2.530 2.569
H: 1.641 2.560 1.372
H: 1.481 1.180 2.467
H: -4.039 -2.938 -2.363
H: -2.489 -3.796 -2.145
H: -2.688 -2.648 -3.487
H: -4.257 -1.112 0.151
H: -2.802 -1.541 1.074
H: -3.722 -2.797 0.208
H: -3.884 -0.261 -2.710
H: -2.215 0.367 -2.834
H: -3.224 0.754 -1.406
H: 5.347 0.700 -1.685
H: 4.201 0.164 -2.956
H: 4.805 -1.012 -1.742
H: 5.011 1.159 0.466
H: 4.215 -0.248 1.242
H: 3.512 1.396 1.414
H: 3.575 2.545 -1.920
H: 2.653 2.813 -0.394
H: 1.835 2.207 -1.850
C: 0.053 0.516 -5.344
C: -0.684 1.635 -5.759
C: -1.933 1.509 -6.360
C: -2.522 0.243 -6.461
C: -1.852 -0.860 -5.948
C: -0.595 -0.723 -5.323
S: 1.767 0.733 -4.956
H: 1.481 1.902 -4.404
H: -0.221 2.609 -5.649
H: -2.421 2.390 -6.767
H: -3.492 0.155 -6.946
H: -2.279 -1.852 -6.031
H: -0.098 -1.574 -4.869
C: 0.018 -3.044 3.988
C: 1.123 -2.196 3.845
C: 1.599 -1.906 2.571
N: 1.012 -2.432 1.456
C: -0.055 -3.278 1.594
C: -0.580 -3.586 2.851
H: -0.371 -3.273 4.986
H: 1.608 -1.728 4.708
H: 2.453 -1.248 2.393
H: -0.466 -3.700 0.666
H: -1.462 -4.231 2.921

---

Entry 2:
This record from OMol25 describes C4H13N2 as an isolated structure. The level of theory is ωB97M-V/def2-TZVPD.

Its frontier orbital gap is 7.554 eV. The value obtained for the LUMO energy is -6.703 eV. The energy above the lowest of the compared OMol25 structures with the same formula, charge and spin comes out at 5.068 eV. Its net charge is +1.

Element x y z (Å)
N: 1.701 -0.986 -1.382
C: 0.786 1.210 0.317
C: 0.613 1.074 1.798
C: -0.171 0.272 -0.454
N: -1.203 -0.216 0.293
C: -2.205 -1.013 -0.478
H: 1.844 1.276 0.031
H: 2.460 -0.442 -1.808
H: 1.768 -1.963 -1.602
H: 0.499 2.253 0.045
H: 0.685 -0.019 2.076
H: -0.367 1.366 2.171
H: 1.293 1.553 2.536
H: -0.373 0.842 -1.397
H: 0.744 -0.581 -0.927
H: -0.789 -0.941 0.900
H: -2.430 -0.513 -1.473
H: -1.774 -1.973 -0.808
H: -3.081 -1.199 0.164

---

Entry 3:
This record from OMol25 describes an isolated ion of composition C6H10N and charge +1. The level of theory is ωB97M-V/def2-TZVPD.

The SMILES is C=C[N@@H+]1CC12CC2. Its frontier orbital gap is 12.003 eV. The value obtained for the LUMO energy is -3.175 eV. The energy above the lowest of the compared OMol25 structures with the same formula, charge and spin comes out at 2.962 eV. Its net charge is +1.

Element x y z (Å)
C: 2.376 -0.919 -0.517
C: 1.751 -0.103 0.331
N: 0.445 0.799 -0.182
C: -0.458 1.508 0.747
C: -0.871 0.274 0.068
C: -1.442 -1.092 0.427
C: -1.772 -0.294 -0.875
H: 3.028 -1.681 -0.073
H: 2.147 -0.945 -1.509
H: 2.022 0.047 1.377
H: 0.599 0.995 -1.255
H: -0.672 2.576 0.531
H: -0.195 1.275 1.756
H: -2.099 -1.008 1.241
H: -0.783 -1.979 0.201
H: -1.144 -0.623 -1.725
H: -2.792 0.032 -1.097

---

Q: net charge of number 2 (C4H13N2)?
A: +1